1.
DFT (ωB97M-V with the def2-TZVPD basis set) results for a 4-piece molecular cluster, C29H59BrFIN4O2P overall at a distorted geometry.

Last column: Löwdin charge in e.
Cartesian coordinates (Å):
C (0.303, 1.389, 3.053)  -0.0333
C (-0.961, 1.448, 2.228)  -0.1971
C (-1.990, 0.612, 2.643)  0.0744
C (-3.228, 0.604, 2.012)  -0.1137
C (-4.276, -0.356, 2.517)  -0.0999
C (-5.336, 0.284, 3.403)  -0.1758
F (-5.941, -0.738, 4.117)  -0.0321
C (-3.425, 1.491, 0.962)  -0.2117
C (-4.740, 1.554, 0.258)  -0.2116
C (-4.675, 0.752, -1.023)  -0.8861
O (-3.721, 0.170, -1.373)  0.0373
I (-6.510, 0.752, -2.137)  0.8954
N (-2.392, 2.278, 0.552)  -0.3371
Br (-2.768, 3.456, -0.857)  1.0388
C (-1.148, 2.278, 1.114)  -0.3071
P (0.130, 3.452, 0.425)  0.8956
C (1.792, 2.779, 0.800)  -0.2451
O (0.123, 3.267, -1.204)  -0.3801
H (0.007, 1.110, 4.059)  0.0918
H (0.932, 0.582, 2.688)  0.0950
H (0.826, 2.328, 3.141)  0.0726
H (-1.823, -0.046, 3.482)  0.1274
H (-3.772, -1.097, 3.131)  0.1085
H (-4.721, -0.913, 1.695)  0.1362
H (-4.896, 0.961, 4.131)  0.1324
H (-6.130, 0.765, 2.839)  0.1175
H (-5.079, 2.565, 0.062)  0.0887
H (-5.522, 1.101, 0.854)  0.0976
H (1.830, 1.710, 0.967)  0.0405
H (2.460, 3.117, 0.014)  0.0478
H (2.117, 3.259, 1.718)  0.0377
H (0.127, 2.339, -1.477)  0.0688
C (5.385, 2.941, -3.105)  -0.0889
C (6.002, 3.653, -1.910)  -0.2755
N (5.804, 2.946, -0.657)  -0.2069
C (6.160, 3.742, 0.509)  -0.2601
C (7.626, 4.154, 0.686)  -0.0816
C (6.254, 1.563, -0.631)  -0.2536
C (7.729, 1.276, -0.940)  -0.0777
H (4.322, 2.754, -2.942)  0.0709
H (5.486, 3.563, -3.995)  0.0755
H (5.875, 1.991, -3.317)  0.0662
H (5.529, 4.634, -1.817)  0.1170
H (7.064, 3.842, -2.124)  0.1035
H (5.833, 3.210, 1.408)  0.1067
H (5.555, 4.654, 0.481)  0.1055
H (8.247, 3.324, 1.017)  0.0574
H (7.697, 4.931, 1.450)  0.0730
H (8.052, 4.561, -0.231)  0.0691
H (5.644, 0.999, -1.342)  0.0973
H (6.002, 1.142, 0.346)  0.1109
H (8.090, 1.849, -1.794)  0.0700
H (7.853, 0.219, -1.181)  0.0738
H (8.376, 1.486, -0.090)  0.0563
C (-2.340, -2.554, -7.638)  -0.0876
C (-1.764, -1.297, -7.006)  -0.2745
N (-2.767, -0.289, -6.712)  -0.1988
C (-2.204, 1.002, -6.364)  -0.2457
C (-1.378, 1.113, -5.073)  -0.0880
C (-3.881, -0.731, -5.893)  -0.2424
C (-3.564, -1.297, -4.503)  -0.0860
H (-2.907, -2.312, -8.538)  0.0822
H (-1.531, -3.228, -7.918)  0.0745
H (-2.993, -3.097, -6.954)  0.0645
H (-1.050, -0.858, -7.709)  0.1187
H (-1.181, -1.585, -6.115)  0.0999
H (-3.017, 1.732, -6.326)  0.1119
H (-1.571, 1.317, -7.198)  0.1119
H (-2.010, 1.102, -4.183)  0.0431
H (-0.832, 2.059, -5.071)  0.0683
H (-0.643, 0.312, -4.985)  0.0660
H (-4.437, -1.487, -6.453)  0.1032
H (-4.580, 0.104, -5.792)  0.1112
H (-2.717, -1.985, -4.520)  0.0709
H (-4.425, -1.852, -4.123)  0.0711
H (-3.351, -0.511, -3.784)  0.0231
C (0.939, -2.640, 4.031)  -0.1000
C (0.566, -3.907, 4.782)  -0.2690
N (-0.637, -3.755, 5.580)  -0.1984
C (-0.857, -4.856, 6.506)  -0.2432
C (-1.129, -6.248, 5.924)  -0.0812
C (-1.809, -3.286, 4.865)  -0.2536
C (-2.307, -4.106, 3.666)  -0.0720
H (1.035, -1.798, 4.721)  0.0766
H (1.893, -2.771, 3.520)  0.0759
H (0.195, -2.385, 3.272)  0.0540
H (1.387, -4.158, 5.458)  0.1223
H (0.497, -4.736, 4.062)  0.1050
H (-1.678, -4.583, 7.174)  0.1134
H (0.026, -4.920, 7.147)  0.1120
H (-2.138, -6.335, 5.523)  0.0569
H (-1.035, -6.996, 6.712)  0.0744
H (-0.421, -6.514, 5.139)  0.0675
H (-1.602, -2.267, 4.517)  0.0744
H (-2.622, -3.172, 5.586)  0.1179
H (-1.490, -4.431, 3.021)  0.0708
H (-2.982, -3.499, 3.057)  0.0563
H (-2.867, -4.986, 3.977)  0.0608

Spin multiplicity: 1
HOMO energy, hartree: -0.3589
Charge: +1
E_LUMO, eV: -4.34
Frontier orbital gap, eV: 5.427

2.
DFT (ωB97M-V with the def2-TZVPD basis set) results for one molecule with the formula C3H4FN3 at a distorted geometry.

Last column: Löwdin spin population.
Cartesian coordinates (Å):
C (1.396, -1.389, 0.195)  0.3777
C (2.834, 0.419, -0.081)  0.2869
C (-0.139, 0.636, 0.018)  0.0534
N (2.578, -1.810, 0.106)  0.5457
N (3.437, -0.666, -0.029)  0.0598
N (1.141, -0.095, 0.095)  0.5202
F (2.896, 1.667, -0.214)  0.0858
H (0.549, -2.013, 0.276)  0.0375
H (-0.741, 0.233, -0.668)  0.0128
H (-0.530, 0.795, 0.994)  0.0202
H (0.229, 1.636, -0.231)  0.0001

Spin multiplicity: 3
HOMO energy (spin up / spin down), hartree: -0.1534 / -0.3856
Relative energy (zero: lowest compared OMol25 entry of this formula, charge and spin), eV: 1.091
Charge: 0
E_LUMO (spin up / spin down), eV: 0.68 / -2.51
Frontier orbital gap (spin up / spin down), eV: 4.854 / 7.982
⟨S²⟩: 2.02

3.
DFT (ωB97M-V with the def2-TZVPD basis set) results for C20H39O3P3Pt as an isolated structure at a distorted geometry.

Last column: Löwdin spin population.
Cartesian coordinates (Å):
P (-1.779, 0.197, -2.822)  0.5832
C (-3.293, 1.153, -2.482)  0.0826
H (-3.771, 1.429, -3.430)  0.0211
H (-3.031, 2.036, -1.888)  0.0027
H (-3.955, 0.522, -1.876)  -0.0006
C (-1.098, 0.994, -4.305)  0.0941
H (-0.137, 0.514, -4.536)  0.0016
H (-0.902, 2.049, -4.072)  -0.0007
H (-1.808, 0.882, -5.132)  0.0223
C (-2.536, -1.325, -3.495)  0.0841
H (-2.940, -1.107, -4.494)  0.0209
H (-3.330, -1.663, -2.813)  -0.0005
H (-1.772, -2.114, -3.547)  0.0025
P (0.643, -2.662, 1.929)  0.2017
C (-0.819, -2.289, 2.920)  0.0319
H (-0.820, -2.949, 3.797)  0.0078
H (-1.736, -2.453, 2.341)  0.0008
H (-0.778, -1.243, 3.244)  0.0007
C (0.404, -4.352, 1.301)  0.0273
H (1.263, -4.670, 0.697)  0.0000
H (-0.500, -4.400, 0.679)  0.0004
H (0.289, -5.021, 2.165)  0.0073
C (2.079, -2.717, 2.997)  0.0322
H (1.959, -3.550, 3.696)  0.0087
H (2.147, -1.772, 3.541)  -0.0003
H (2.983, -2.854, 2.397)  0.0011
P (1.654, 2.286, 0.855)  0.1105
C (0.881, 3.345, 2.060)  0.0201
H (1.260, 4.364, 1.916)  0.0046
H (1.128, 2.989, 3.065)  0.0017
H (-0.203, 3.341, 1.911)  0.0001
C (3.428, 2.419, 1.032)  0.0086
H (3.712, 3.448, 0.766)  0.0035
H (3.968, 1.720, 0.383)  0.0002
H (3.699, 2.245, 2.083)  0.0003
C (1.068, 2.746, -0.761)  0.0132
H (1.215, 3.827, -0.879)  0.0048
H (-0.005, 2.537, -0.818)  0.0023
H (1.600, 2.232, -1.566)  -0.0003
Pt (1.259, -1.168, 0.106)  0.9323
C (-0.695, -1.189, -0.011)  0.1686
O (-1.855, -1.258, -0.023)  0.0599
C (1.189, 0.530, 1.355)  0.3071
O (0.786, 0.395, 2.507)  0.5132
C (3.443, -1.349, -0.383)  0.0553
C (2.922, -0.287, -1.178)  0.1000
C (1.945, -0.555, -2.142)  0.0780
C (1.225, -1.764, -2.015)  0.1364
C (1.841, -2.869, -1.366)  0.1047
C (3.029, -2.669, -0.661)  0.1128
H (4.200, -1.123, 0.367)  0.0015
H (3.342, 0.705, -1.068)  0.0033
H (1.617, 0.211, -2.842)  0.0028
H (0.254, -1.870, -2.481)  0.0087
H (1.378, -3.850, -1.431)  0.0028
H (3.548, -3.499, -0.196)  0.0034
C (-3.452, 3.338, 0.841)  0.0001
C (-2.701, 2.092, 1.219)  0.0004
C (-3.180, 1.358, 2.439)  0.0003
O (-1.730, 1.679, 0.572)  0.0058
H (-4.067, 3.677, 1.680)  0.0000
H (-4.117, 3.131, -0.010)  0.0000
H (-2.758, 4.141, 0.554)  0.0000
H (-3.336, 0.309, 2.170)  0.0001
H (-2.411, 1.411, 3.219)  0.0000
H (-4.111, 1.781, 2.819)  0.0000

Spin multiplicity: 5
HOMO energy (spin up / spin down), hartree: -0.6989 / -0.7594
Relative energy (zero: lowest compared OMol25 entry of this formula, charge and spin), eV: 0.000
Charge: +4
E_LUMO (spin up / spin down), eV: -13.07 / -15.95
Frontier orbital gap (spin up / spin down), eV: 5.951 / 4.712
⟨S²⟩: 6.02